Entry 1:
{"formula": "C25H28F3N2O4Sb2V", "method": "ωB97M-V/def2-TZVPD", "species": ["Sb", "Sb", "V", "F", "F", "F", "O", "O", "O", "O", "N", "N", "C", "C", "C", "C", "C", "C", "C", "C", "C", "C", "C", "C", "C", "C", "C", "C", "C", "C", "C", "C", "C", "C", "C", "C", "C", "H", "H", "H", "H", "H", "H", "H", "H", "H", "H", "H", "H", "H", "H", "H", "H", "H", "H", "H", "H", "H", "H", "H", "H", "H", "H", "H", "H"], "coordinates": [[-1.061, -0.379, 1.793], [1.884, -0.548, -1.094], [-0.781, 0.237, -0.857], [-0.158, 6.600, -3.028], [-2.208, 6.752, -2.336], [-0.570, 7.135, -0.967], [1.044, -3.583, -0.235], [-2.134, -0.571, -1.327], [0.908, -5.731, -0.360], [-4.306, -1.258, -2.022], [-0.886, 2.225, -1.053], [0.438, -4.636, -0.447], [2.390, -1.885, -2.652], [-0.330, 3.119, -0.206], [-1.474, 2.663, -2.195], [-2.727, -3.060, -1.552], [-0.952, -4.507, -0.933], [3.739, 2.024, 2.709], [-2.579, -1.827, 2.048], [1.792, 0.016, 2.700], [0.730, -1.043, 2.762], [2.747, 1.311, -1.658], [-3.054, -5.444, -1.563], [3.770, 1.019, 1.756], [-0.949, 4.912, -1.638], [-1.741, -5.628, -1.141], [-0.345, 4.469, -0.468], [2.737, 2.028, 3.670], [-3.305, -1.747, -1.754], [-1.414, -3.233, -1.145], [2.809, 0.008, 1.732], [-0.974, 6.398, -1.994], [1.778, 1.028, 3.662], [-1.523, 3.999, -2.516], [-3.560, -4.168, -1.762], [2.931, -1.074, 0.700], [-1.696, 1.332, 2.861], [0.137, 2.724, 0.690], [-3.513, -1.437, 1.646], [2.239, 1.715, -2.532], [1.005, -1.997, 2.320], [-2.692, -2.013, 3.115], [-4.584, -4.027, -2.082], [-2.005, 4.323, -3.429], [4.584, 0.993, 1.040], [2.691, 2.008, -0.823], [3.793, 1.133, -1.908], [-2.297, -2.747, 1.543], [4.511, 2.781, 2.722], [0.408, -1.226, 3.789], [1.029, 1.006, 4.446], [-1.336, -6.617, -0.968], [-1.923, 1.914, -2.837], [-3.690, -6.303, -1.729], [1.856, -1.617, -3.560], [-2.068, 0.994, 3.828], [2.563, -2.051, 1.002], [2.723, 2.786, 4.442], [3.964, -1.197, 0.371], [0.104, 5.167, 0.226], [-0.849, 1.999, 3.010], [2.148, -2.898, -2.343], [3.463, -1.791, -2.814], [-0.736, -2.414, -0.977], [-2.496, 1.836, 2.322]], "homo_lumo_gap_ev": [5.57, 6.28], "total_energy_ha": -3102.897255, "relative_energy_kcal_mol": 18.4, "total_charge": 3, "homo_ev": [-16.86, -16.88], "multiplicity": 2, "lumo_ev": [-11.29, -10.60]}

Entry 2:
{"formula": "C25H28F5O2Ti", "method": "ωB97M-V/def2-TZVPD", "species": ["Ti", "F", "F", "F", "F", "F", "O", "O", "C", "C", "C", "C", "C", "C", "C", "C", "C", "C", "C", "C", "C", "C", "C", "C", "C", "C", "C", "C", "C", "C", "C", "C", "C", "H", "H", "H", "H", "H", "H", "H", "H", "H", "H", "H", "H", "H", "H", "H", "H", "H", "H", "H", "H", "H", "H", "H", "H", "H", "H", "H", "H"], "coordinates": [[-0.210, -0.662, 1.759], [2.612, 3.659, 5.932], [-0.208, -0.077, 5.323], [0.874, 1.739, 6.921], [3.119, 3.709, 3.195], [2.499, 1.482, 1.757], [0.258, -0.318, -3.397], [0.313, 0.534, 0.008], [-1.952, -0.951, 3.073], [0.406, -2.822, 0.877], [0.619, 0.839, 4.730], [2.072, 2.734, 5.112], [0.195, 0.955, -4.190], [1.767, -1.533, 2.242], [1.849, 1.697, 2.950], [0.138, -1.050, -4.654], [1.407, -1.820, -4.940], [1.200, 1.764, 5.609], [-0.509, -0.032, -1.042], [-2.721, -0.259, 0.993], [-0.446, 2.317, -1.424], [0.749, -2.117, 3.064], [1.545, -1.950, 0.890], [0.866, 0.805, 3.359], [2.355, 2.737, 3.746], [-1.905, 0.479, 3.018], [0.412, 2.011, -0.210], [-2.392, -1.412, 1.774], [0.069, 0.234, -5.513], [-0.085, -2.922, 2.218], [-2.366, 0.901, 1.746], [-1.372, 1.115, -1.500], [-1.121, -1.894, -4.766], [-1.816, 0.962, -2.478], [-1.247, -2.177, -5.820], [-0.900, -3.550, 2.568], [-2.532, 1.946, 1.466], [0.240, -0.322, -1.770], [0.947, 0.376, -6.139], [-1.028, -2.820, -4.184], [-3.269, -0.278, 0.058], [-1.837, -1.550, 3.969], [-2.578, -2.441, 1.469], [2.281, -1.199, -4.701], [0.042, -3.379, 0.016], [2.215, -1.722, 0.064], [0.040, 2.500, 0.701], [-1.692, 1.139, 3.846], [-0.978, 3.278, -1.299], [1.441, -2.043, -6.013], [0.173, 2.371, -2.346], [0.654, -1.983, 4.136], [2.592, -0.924, 2.587], [-0.704, 1.539, -3.935], [-0.880, 0.458, -6.003], [-2.167, 1.226, -0.768], [-2.020, -1.340, -4.461], [-1.040, -0.970, -0.788], [1.432, -2.767, -4.393], [1.476, 2.224, -0.345], [1.115, 1.554, -4.099]], "homo_lumo_gap_ev": [7.45, 8.46], "total_energy_ha": -2468.561270, "relative_energy_kcal_mol": 16.4, "total_charge": 0, "homo_ev": [-7.17, -8.18], "multiplicity": 2, "lumo_ev": [0.28, 0.28]}

Entry 3:
{"formula": "C25H28Ge2LiN4OS2", "method": "ωB97M-V/def2-TZVPD", "species": ["Ge", "Ge", "S", "S", "O", "N", "N", "N", "N", "C", "C", "C", "C", "C", "C", "C", "C", "C", "C", "C", "C", "C", "C", "C", "C", "C", "C", "C", "C", "C", "C", "C", "C", "C", "Li", "H", "H", "H", "H", "H", "H", "H", "H", "H", "H", "H", "H", "H", "H", "H", "H", "H", "H", "H", "H", "H", "H", "H", "H", "H", "H", "H", "H"], "coordinates": [[2.950, 0.728, -1.134], [0.586, 0.721, -0.400], [-2.171, 4.170, -5.525], [-3.205, 0.591, -1.727], [0.218, -0.699, -4.116], [-2.794, -1.612, -0.027], [-1.147, -1.850, -1.709], [-4.304, -0.146, 0.562], [-1.407, 2.000, -3.872], [-0.300, -4.253, -0.640], [4.518, 0.904, 0.103], [1.782, -1.614, 1.274], [0.595, 2.317, 0.896], [0.651, -2.774, 3.060], [3.337, -0.934, -2.149], [-0.405, -1.879, 2.933], [1.621, 3.251, 1.058], [-4.276, -1.114, 1.543], [-1.720, 2.893, -4.550], [0.329, 4.558, 2.618], [-0.586, 2.576, 1.607], [0.334, -3.728, -1.750], [-0.365, -0.886, 1.962], [1.745, -2.637, 2.218], [-5.119, 1.044, 0.563], [-3.356, -2.015, 1.187], [-1.362, -3.575, -0.079], [-3.398, -0.426, -0.430], [-0.721, 3.661, 2.463], [1.497, 4.352, 1.901], [-0.129, -2.528, -2.262], [3.197, 2.157, -2.478], [0.731, -0.705, 1.106], [-1.742, -2.356, -0.647], [-1.094, 0.064, -2.836], [1.177, -4.220, -2.215], [4.340, -0.896, -2.587], [2.584, -3.320, 2.300], [3.048, 3.149, -2.046], [4.481, 1.839, 0.666], [-1.443, 1.921, 1.465], [-3.025, -2.878, 1.724], [-1.220, -0.221, 1.876], [5.453, 0.873, -0.463], [0.623, -3.561, 3.807], [-4.483, 1.929, 0.538], [-5.730, 1.040, 1.465], [4.191, 2.118, -2.934], [0.031, -5.184, -0.195], [2.443, 2.018, -3.256], [3.262, -1.826, -1.520], [2.595, -1.008, -2.948], [2.323, 5.051, 1.993], [4.521, 0.087, 0.828], [-5.751, 1.068, -0.325], [-1.269, -1.957, 3.586], [0.229, 5.416, 3.274], [2.551, 3.120, 0.517], [0.312, -2.057, -3.131], [-1.654, 3.817, 2.994], [-1.842, -3.988, 0.792], [2.664, -1.526, 0.649], [-4.898, -1.059, 2.418]], "homo_lumo_gap_ev": [5.10, 5.07], "total_energy_ha": -6221.461641, "relative_energy_kcal_mol": 17.6, "total_charge": -2, "homo_ev": [-1.04, -1.01], "multiplicity": 2, "lumo_ev": [4.07, 4.07]}